The following is a DFT calculation (ωB97M-V/def2-TZVPD) of a cluster of 4 separate species, C28H48F3N5O13S in total.

Summary:
E_tot = -3045.4276 Ha
SMILES = [H]/N=C(/N)NCCCC[C@H]1OS(=O)(=O)[C@@H](N=C(C)C)[C@@H](NCC)[C@@H]1COC(F)(F)F.C[C@@H]1COC(=O)O1.C[C@@H]1COC(=O)O1.C[C@@H]1COC(=O)O1
HOMO-LUMO gap = 0.3261 Eh
Spin multiplicity = 1

Last column: Mulliken charge in e.
CARTESIAN COORDINATES (ANGSTROEM)
H1 1.596 6.158 2.174  0.331
N1 2.221 5.459 2.575  -0.758
C1 1.523 4.689 3.284  0.372
N2 2.127 3.633 4.035  -0.594
N3 0.109 4.819 3.403  -0.217
C2 -0.592 3.577 2.986  -0.283
C3 -1.856 3.886 2.193  -0.559
C4 -1.655 4.863 1.021  -1.532
C5 -1.587 4.152 -0.335  -1.211
C6 -0.276 3.346 -0.439  0.473
O1 -0.429 1.998 0.073  -0.433
S1 -1.153 0.886 -0.783  1.384
O2 -2.550 1.163 -0.891  -0.713
O3 -0.770 -0.340 -0.158  -0.754
C7 -0.388 1.004 -2.430  -0.556
N4 -1.217 0.318 -3.388  -0.147
C8 -1.571 -0.900 -3.285  1.021
C9 -0.760 -2.007 -2.660  -1.048
C10 -2.891 -1.294 -3.884  -1.493
C11 -0.225 2.488 -2.873  -1.199
N5 -1.452 3.070 -3.402  -0.158
C12 -1.348 3.513 -4.800  -0.440
C13 -1.306 2.360 -5.787  -1.042
C14 0.436 3.357 -1.790  0.051
C15 1.930 3.079 -1.626  -1.615
O4 2.146 1.819 -0.975  -0.276
C16 3.227 1.738 -0.192  0.850
F1 3.464 0.459 0.077  -0.269
F2 3.053 2.385 0.979  -0.236
F3 4.326 2.265 -0.761  -0.287
H2 3.048 3.947 4.321  0.325
H3 2.274 2.814 3.454  0.267
H4 -0.105 4.960 4.385  0.332
H5 -0.873 2.997 3.869  0.149
H6 0.093 2.943 2.417  0.205
H7 -2.213 2.934 1.784  0.355
H8 -2.639 4.220 2.870  0.467
H9 -2.507 5.545 0.999  0.362
H10 -0.752 5.455 1.182  0.628
H11 -1.607 4.905 -1.125  0.806
H12 -2.443 3.483 -0.411  0.231
H13 0.413 3.818 0.267  0.521
H14 0.617 0.582 -2.321  0.564
H15 -0.092 -1.652 -1.885  0.311
H16 -1.427 -2.723 -2.178  0.382
H17 -0.207 -2.521 -3.451  0.117
H18 -2.789 -1.807 -4.842  0.295
H19 -3.413 -1.936 -3.174  0.398
H20 -3.485 -0.394 -4.024  0.369
H21 0.499 2.430 -3.696  0.641
H22 -1.697 3.886 -2.860  0.351
H23 -2.254 4.093 -4.989  0.431
H24 -0.481 4.179 -4.938  0.288
H25 -0.361 1.817 -5.734  0.247
H26 -1.373 2.750 -6.805  0.463
H27 -2.111 1.657 -5.592  0.132
H28 0.395 4.395 -2.137  0.642
H29 2.427 3.085 -2.598  0.445
H30 2.364 3.887 -1.032  0.585
C17 -3.636 1.755 8.548  -1.325
C18 -3.971 2.524 7.284  0.501
C19 -3.556 1.852 5.990  -0.646
O5 -3.341 2.971 5.123  -0.203
C20 -2.974 4.020 5.899  0.617
O6 -2.489 5.025 5.488  -0.523
O7 -3.221 3.754 7.199  -0.374
H31 -3.528 0.690 8.337  0.355
H32 -2.706 2.126 8.977  0.346
H33 -4.417 1.864 9.298  0.324
H34 -5.030 2.789 7.254  0.267
H35 -4.316 1.197 5.571  0.334
H36 -2.616 1.304 6.095  0.345
C21 3.842 -5.667 -2.710  -1.433
C22 2.473 -5.710 -3.366  0.942
C23 2.350 -6.709 -4.488  -0.555
O8 1.338 -6.110 -5.314  -0.353
C24 1.417 -4.771 -5.136  0.588
O9 0.883 -3.960 -5.822  -0.550
O10 2.181 -4.476 -4.057  -0.402
H37 4.377 -6.606 -2.854  0.371
H38 4.432 -4.849 -3.118  0.480
H39 3.752 -5.507 -1.635  0.166
H40 1.693 -5.861 -2.619  0.168
H41 2.042 -7.693 -4.146  0.274
H42 3.269 -6.795 -5.074  0.327
C25 2.785 -7.972 2.709  -1.347
C26 2.627 -7.369 1.327  0.570
C27 1.218 -6.950 0.960  -0.585
O11 1.220 -7.098 -0.466  -0.307
C28 2.119 -8.063 -0.773  0.580
O12 2.205 -8.590 -1.837  -0.531
O13 2.899 -8.341 0.291  -0.335
H43 1.978 -7.648 3.367  0.348
H44 2.776 -9.059 2.647  0.338
H45 3.724 -7.671 3.169  0.332
H46 3.323 -6.541 1.178  0.235
H47 0.978 -5.925 1.229  0.343
H48 0.469 -7.626 1.379  0.345



The following is a DFT calculation (ωB97M-V/def2-TZVPD) of the molecule C7H13N3O2S.

Summary:
ΔE to the lowest compared entry with this formula, charge and spin = 69.5 kcal/mol
E_tot = -987.3117 Ha
SMILES = CC[N@@H+]1C(C)=CS[C@]1(NN)C(=O)[O-]
HOMO-LUMO gap = 0.2923 Eh
Spin multiplicity = 1

Last column: Mulliken charge in e.
CARTESIAN COORDINATES (ANGSTROEM)
C1 0.582 2.082 -0.407  -1.263
C2 0.946 0.730 -0.953  -0.518
N1 0.313 -0.259 -0.005  0.103
C3 0.530 -1.669 -0.366  0.164
C4 1.790 -1.859 -1.211  -1.160
C5 -0.523 -2.475 -0.191  -0.549
S1 -1.848 -1.760 0.672  -0.268
C6 -1.159 -0.036 0.426  -0.092
N2 -1.212 0.804 1.653  -0.088
N3 -0.306 0.321 2.708  -0.631
C7 -2.254 0.790 -0.863  0.668
O1 -1.906 0.393 -1.937  -0.600
O2 -3.077 1.477 -0.305  -0.655
H1 1.439 2.871 -0.757  0.291
H2 -0.328 2.555 -0.553  0.412
H3 0.794 2.134 0.630  0.320
H4 1.967 0.716 -1.067  0.634
H5 0.429 0.659 -1.893  0.352
H6 0.632 -0.234 0.986  0.642
H7 2.400 -1.034 -1.128  0.323
H8 1.429 -2.088 -2.327  0.247
H9 2.346 -2.803 -0.882  0.386
H10 -0.539 -3.460 -0.486  0.518
H11 -2.199 0.843 1.848  0.344
H12 0.481 0.955 2.783  0.165
H13 -0.729 0.346 3.624  0.255



The following is a DFT calculation (ωB97M-V/def2-TZVPD) of the molecule C7H16N.

Summary:
ΔE to the lowest compared entry with this formula, charge and spin = 56.6 kcal/mol
E_tot = -330.8999 Ha
HOMO-LUMO gap (spin up / spin down) = 0.1502 / 0.3938 Eh
Spin multiplicity = 2

Last column: Mulliken spin population.
CARTESIAN COORDINATES (ANGSTROEM)
C1 -0.283 -0.006 -2.778  0.029
C2 0.244 0.144 -1.344  0.542
C3 -0.870 -0.293 -0.319  0.159
C4 -0.485 -0.447 1.175  -0.032
C5 0.117 -1.604 1.446  0.256
C6 -0.760 0.762 1.996  -0.050
C7 0.100 1.941 1.494  -0.025
N1 1.511 -0.657 -1.121  1.562
H1 0.594 0.044 -3.421  -0.301
H2 -0.870 -0.896 -2.915  0.019
H3 -1.049 0.777 -2.856  -0.004
H4 0.401 1.224 -1.206  0.634
H5 -1.646 0.490 -0.372  0.044
H6 -1.305 -1.200 -0.724  -0.058
H7 0.357 -1.880 2.477  0.015
H8 0.135 -2.511 0.831  -0.112
H9 -1.829 0.982 1.977  -0.001
H10 -0.393 0.450 2.993  -0.004
H11 0.471 2.464 2.414  0.004
H12 1.000 1.470 1.071  -0.010
H13 -0.232 2.733 0.819  -0.007
H14 2.319 0.031 -1.078  -0.876
H15 1.695 -1.320 -1.891  -0.514
H16 1.530 -1.171 -0.203  -0.270



The following is a DFT calculation (ωB97M-V/def2-TZVPD) of a cluster of 3 separate species, C3H6IN in total.

Summary:
ΔE to the lowest compared entry with this formula, charge and spin = 69.7 kcal/mol
E_tot = -470.2117 Ha
SMILES = C#C.C=N.I
HOMO-LUMO gap = 0.3780 Eh
Spin multiplicity = 1

Last column: Mulliken charge in e.
CARTESIAN COORDINATES (ANGSTROEM)
C1 -0.022 2.103 -0.098  -0.242
C2 -1.059 1.600 0.350  -0.433
H1 1.011 2.304 -0.260  0.319
H2 -2.100 1.450 0.552  0.393
C3 -0.733 -1.014 -0.418  -0.472
N1 -0.055 -1.418 0.572  -0.399
H3 -0.332 -0.454 -1.323  0.252
H4 -1.792 -1.030 -0.395  0.402
H5 -0.419 -1.920 1.369  0.206
I1 3.239 -0.217 -0.105  -0.120
H6 2.263 -1.404 -0.245  0.094



The following is a DFT calculation (ωB97M-V/def2-TZVPD) of a structure of composition C28H49N12O3SV.

Summary:
ΔE to the lowest compared entry with this formula, charge and spin = 69.0 kcal/mol
E_tot = -3320.9598 Ha
Net charge = +1
HOMO-LUMO gap (spin up / spin down) = 0.2389 / 0.2105 Eh
Spin multiplicity = 2

Last column: Mulliken spin population.
CARTESIAN COORDINATES (ANGSTROEM)
V1 -0.369 0.233 0.099  0.915
C1 -0.669 2.169 3.651  0.003
C2 -1.746 1.249 3.025  -0.003
N1 -2.028 1.607 1.621  -0.001
C3 -2.488 3.000 1.477  0.004
C4 -1.885 3.735 0.270  -0.003
N2 -0.447 3.518 0.118  0.007
C5 0.379 4.419 0.930  0.002
C6 0.319 4.111 2.430  0.006
N3 0.329 2.680 2.709  0.006
H1 -1.143 3.015 4.153  0.000
H2 -0.179 1.594 4.440  -0.001
H3 -1.391 0.221 3.029  0.004
H4 -2.641 1.301 3.652  0.001
H5 -2.750 0.991 1.271  0.000
H6 -3.574 3.040 1.383  -0.001
H7 -2.236 3.541 2.386  0.000
H8 -2.382 3.386 -0.633  -0.002
H9 -2.117 4.802 0.377  0.001
H10 -0.190 3.674 -0.848  -0.003
H11 1.407 4.322 0.572  -0.001
H12 0.084 5.466 0.795  0.000
H13 1.184 4.589 2.898  -0.001
H14 -0.560 4.595 2.868  0.000
H15 0.242 2.183 1.840  0.030
N4 2.406 1.599 -0.013  0.010
N5 3.067 2.355 -0.985  0.005
C7 2.751 2.396 -2.305  0.002
N6 3.568 3.149 -3.045  0.000
N7 1.671 1.728 -2.702  -0.004
N8 1.389 1.563 -4.039  0.000
O1 0.399 0.901 -4.275  0.000
O2 2.063 2.060 -4.955  0.000
H16 2.318 2.164 0.820  -0.001
H17 2.924 0.754 0.192  -0.002
H18 3.953 2.758 -0.737  0.000
H19 4.375 3.601 -2.653  0.000
H20 3.416 3.134 -4.041  0.000
C8 3.044 -2.929 -2.516  -0.003
N9 1.641 -2.532 -2.614  0.006
C9 0.807 -3.174 -3.634  -0.002
C10 1.115 -1.651 -1.810  0.058
N10 0.619 -0.842 -1.138  -0.025
H21 3.581 -2.627 -3.418  0.000
H22 3.116 -4.011 -2.407  0.000
H23 3.499 -2.461 -1.648  0.002
H24 1.352 -3.204 -4.576  0.001
H25 -0.101 -2.594 -3.776  0.000
H26 0.549 -4.192 -3.335  0.000
N11 -5.413 -0.331 -4.733  0.000
C11 -4.768 0.777 -4.329  0.003
S1 -5.162 2.263 -4.926  -0.008
C12 -3.736 0.597 -3.273  -0.015
C13 -3.686 -0.533 -2.456  0.017
C14 -2.747 -0.620 -1.452  0.041
N12 -1.831 0.337 -1.208  0.009
C15 -1.855 1.409 -2.032  0.010
C16 -2.777 1.575 -3.038  -0.001
H27 -6.091 -0.226 -5.468  0.000
H28 -5.045 -1.252 -4.559  0.000
H29 -4.398 -1.341 -2.568  0.001
H30 -2.717 -1.489 -0.807  -0.036
H31 -1.074 2.139 -1.874  -0.026
H32 -2.765 2.460 -3.660  -0.001
C17 2.350 0.116 3.157  0.024
C18 2.987 -1.217 2.799  -0.004
C19 3.210 -1.998 4.108  -0.001
C20 2.203 -2.132 1.851  -0.001
C21 2.894 -3.267 1.432  0.001
C22 2.266 -4.302 0.765  -0.003
C23 0.890 -4.256 0.636  0.006
C24 0.143 -3.148 1.032  0.007
C25 -1.390 -3.294 0.967  0.015
C26 -1.801 -4.649 1.567  -0.001
C27 -2.205 -2.230 1.712  0.007
C28 0.841 -1.998 1.479  -0.052
O3 0.246 -0.781 1.419  0.015
H33 3.003 0.668 3.838  0.001
H34 1.397 -0.044 3.665  -0.002
H35 2.156 0.737 2.293  -0.006
H36 3.969 -1.028 2.352  -0.001
H37 2.243 -2.222 4.567  0.000
H38 3.793 -1.398 4.811  0.000
H39 3.732 -2.941 3.941  0.000
H40 3.956 -3.332 1.647  0.000
H41 2.825 -5.160 0.410  0.000
H42 0.381 -5.110 0.205  0.000
H43 -1.695 -3.287 -0.087  -0.012
H44 -1.431 -4.724 2.592  0.000
H45 -1.418 -5.499 1.007  0.000
H46 -2.889 -4.732 1.587  0.000
H47 -1.913 -2.204 2.763  -0.002
H48 -3.265 -2.486 1.666  0.000
H49 -2.084 -1.234 1.296  0.003



The following is a DFT calculation (ωB97M-V/def2-TZVPD) of the molecule C5H8O2.

Summary:
ΔE to the lowest compared entry with this formula, charge and spin = 125.5 kcal/mol
E_tot = -345.6049 Ha
HOMO-LUMO gap = 0.2784 Eh
Spin multiplicity = 1

Last column: Mulliken charge in e.
CARTESIAN COORDINATES (ANGSTROEM)
C1 -1.828 -0.007 1.098  -0.813
C2 -1.265 0.066 -0.130  0.221
O1 0.090 1.579 -0.515  -0.633
C3 1.059 0.788 -0.891  -0.237
C4 1.622 -0.062 0.285  -0.364
O2 0.744 -1.228 0.370  -0.320
C5 -0.351 -1.058 -0.325  -0.260
H1 -1.311 -0.455 1.941  0.248
H2 -2.815 0.405 1.283  0.284
H3 -1.856 0.375 -0.984  0.276
H4 1.837 1.230 -1.540  0.437
H5 0.633 -0.121 -1.549  0.219
H6 2.620 -0.486 0.144  0.305
H7 1.565 0.500 1.217  0.274
H8 -0.741 -1.979 -0.758  0.362



- The lowest E_tot belongs to which entry?
  C28H49N12O3SV



- The lowest E_tot belongs to which entry?
  C28H49N12O3SV



- Which of these has the lowest E_tot?
  C28H49N12O3SV